# 1
This record from the OMol25 dataset describes a structure of composition C10H20As2ClF18N2O5S2Ti in a non-equilibrium geometry. The level of theory is ωB97M-V/def2-TZVPD.

- Strongest force on any atom: 7.8 eV/Å
- M: 887.54 u
- Highest occupied orbital energy (alpha / beta): 0.0338 / -0.1961 Ha
- Gap between HOMO and LUMO (alpha / beta): 2.69 / 8.92 eV
- E: -9254.02035 Eh

Structure (ORCA input):
```
! wB97M-V def2-TZVPD RIJCOSX def2/J DEFGRID3
* xyz -2 4
H 3.13170 2.94732 4.65016
C 1.94526 1.26222 4.29418
H 1.27676 1.66523 1.36295
C 2.49299 -0.53768 2.53411
H 0.13998 1.84389 2.57476
F -6.52790 -0.92766 -5.80780
H 1.89739 -1.15271 1.85949
H -0.28142 -0.75396 1.19787
H 1.92014 -1.62950 5.36398
O 2.04785 -2.19835 -3.02798
O -0.06816 -3.07364 0.31573
F -2.84849 -2.72768 -0.34324
S -0.35304 -3.21171 -1.13262
C 1.48380 0.38732 -2.07345
F -3.85401 -1.50629 -3.52623
H 5.25700 3.32356 1.68935
H 3.34580 -0.00264 2.11633
F 0.33814 0.92944 -1.81798
H -0.45138 -0.13300 3.98941
As -1.59093 2.08470 -5.07215
F -2.41977 -4.83520 -0.44188
N 1.38887 0.30915 3.21453
F -1.48201 0.47352 -4.30000
F -2.85852 -3.86228 -2.30045
H 0.62106 -2.48254 5.01162
H 1.03434 1.58129 4.80065
As -5.15575 -1.22582 -4.72739
H -1.28244 0.60027 1.71399
C -0.36860 0.33245 1.18364
S 1.36925 -1.55286 -1.89114
H 2.56045 0.58622 4.88803
H 3.89123 4.17563 2.10052
C 0.85761 -1.43797 5.21416
F -0.64400 2.83578 -3.73204
H 0.40423 -1.46513 2.99896
H 2.94001 -1.24261 3.23508
F -1.59250 3.77195 -5.77397
C 0.40904 -0.78816 3.85324
H 2.00597 3.29415 3.48590
F -3.99117 -0.67313 -5.95581
C -2.30094 -3.68148 -1.04803
F -3.21398 2.41183 -4.30907
Cl -3.34431 1.59067 -0.75870
O 3.68507 2.19355 2.72247
H 0.49333 -1.03418 6.15881
Ti -1.90739 -0.36656 -2.07399
F -6.26808 -1.74537 -3.41662
C 2.71616 2.50830 3.74313
O 0.37808 -4.35905 -1.70576
F -5.19237 0.50510 -4.20065
F 2.42158 0.90556 -1.29740
F -0.07099 1.82643 -5.94682
F 1.80041 0.56517 -3.34112
F -4.97692 -2.98528 -5.28519
H 4.86256 3.80852 3.40049
H -0.52405 0.67819 0.16168
C 4.50345 3.35581 2.47626
O 2.04850 -1.83976 -0.63804
F -2.44462 1.48026 -6.49957
N -0.32034 -1.85980 -1.89819
C 0.66608 1.05873 2.03177
*
```

Need the natural (NBO) charges? In units of e they are:
1 H 0.19
2 C -0.63
3 H 0.24
4 C -0.43
5 H 0.21
6 F -0.62
7 H 0.23
8 H 0.24
9 H 0.23
10 O -0.85
11 O -0.94
12 F -0.29
13 S 2.12
14 C 0.82
15 F -0.66
16 H 0.20
17 H 0.25
18 F -0.29
19 H 0.22
20 As 2.79
21 F -0.30
22 N -0.22
23 F -0.66
24 F -0.30
25 H 0.23
26 H 0.19
27 As 2.79
28 H 0.24
29 C -0.65
30 S 2.07
31 H 0.21
32 H 0.16
33 C -0.83
34 F -0.62
35 H 0.23
36 H 0.21
37 F -0.64
38 C -0.22
39 H 0.18
40 F -0.60
41 C 0.81
42 F -0.58
43 Cl -0.76
44 O -0.56
45 H 0.23
46 Ti 1.46
47 F -0.62
48 C -0.22
49 O -0.88
50 F -0.61
51 F -0.29
52 F -0.62
53 F -0.28
54 F -0.63
55 H 0.17
56 H 0.23
57 C -0.27
58 O -0.90
59 F -0.60
60 N -1.33
61 C -0.23

# 2
This record from the OMol25 dataset describes an isolated molecule of C5H12OSi2 in a non-equilibrium geometry. The level of theory is ωB97M-V/def2-TZVPD.

- Strongest force on any atom: 3.8 eV/Å
- M: 144.32 u
- Highest occupied orbital energy: -0.3393 Ha
- SMILES: C=C[Si](C)(C=C)O[SiH3]
- Gap between HOMO and LUMO: 10.14 eV
- Energy above the lowest of the compared OMol25 structures with the same formula, charge and spin: 0.0 kJ/mol
- E: -851.94434 Eh

Structure (ORCA input):
```
! wB97M-V def2-TZVPD RIJCOSX def2/J DEFGRID3
* xyz 0 1
H 1.54329 0.40368 -2.18531
O -1.77585 -0.21848 -0.44446
C 0.51575 -2.13647 0.23778
H 1.59009 2.50444 1.88415
Si -0.15040 -0.07467 -0.43042
H -2.93524 -1.08460 1.61078
H -4.05895 -1.04849 -0.54631
H 0.11848 1.40012 -2.43282
H 2.50773 -1.65052 0.69229
Si -3.17331 -0.34332 0.37178
H -3.63201 1.01468 0.67486
H 0.10455 -0.28988 -2.91156
H -0.39040 1.13146 1.79490
H 2.01553 -3.38534 1.01087
H -0.26320 -2.88094 0.20748
C 1.73128 -2.39955 0.66449
C 0.45860 0.40500 -2.15643
C 1.39025 1.86267 1.04101
H 2.12774 1.88477 0.25368
C 0.30829 1.10343 0.96688
*
```

Need the natural (NBO) charges? In units of e they are:
1 H 0.24
2 O -1.28
3 C -0.51
4 H 0.19
5 Si 1.82
6 H -0.21
7 H -0.20
8 H 0.25
9 H 0.19
10 Si 1.26
11 H -0.21
12 H 0.25
13 H 0.22
14 H 0.19
15 H 0.19
16 C -0.42
17 C -1.13
18 C -0.34
19 H 0.19
20 C -0.68

# 3
This record from the OMol25 dataset describes a cluster of 3 separate species, C3H12O2S2 in total in a non-equilibrium geometry. The level of theory is ωB97M-V/def2-TZVPD.

- Strongest force on any atom: 3.0 eV/Å
- M: 144.26 u
- Highest occupied orbital energy (alpha / beta): 0.0127 / -0.1358 Ha
- Gap between HOMO and LUMO (alpha / beta): 3.22 / 7.26 eV
- Energy above the lowest of the compared OMol25 structures with the same formula, charge and spin: 115.4 kJ/mol
- E: -1068.30187 Eh

Structure (ORCA input):
```
! wB97M-V def2-TZVPD RIJCOSX def2/J DEFGRID3
* xyz -1 2
S -1.48886 -1.40802 -0.61000
H 2.67162 -1.80000 -1.17299
H -0.57481 0.96759 2.19982
O 0.54210 3.59195 0.26988
O 0.19167 0.39157 1.99471
H 1.62539 0.59769 -1.36021
H -3.18917 -0.27915 0.58312
H 1.62827 -1.46904 0.25385
H 1.01681 -2.40923 -1.07693
H 1.16417 4.22793 0.62789
C 1.66154 -1.55876 -0.83801
S -0.64742 0.44588 -1.07096
H -2.04616 -0.88088 1.77466
C -2.56465 -1.13550 0.85205
H 0.12661 0.52408 1.00829
H -3.10804 -2.07060 0.96766
C 1.06594 -0.33251 -1.49665
H 1.09767 3.12043 -0.36087
H 0.82732 -0.52340 -2.54532
*
```

Need the natural (NBO) charges? In units of e they are:
1 S -0.18
2 H 0.20
3 H 0.46
4 O -0.99
5 O -0.98
6 H 0.19
7 H 0.20
8 H 0.22
9 H 0.22
10 H 0.44
11 C -0.66
12 S -0.35
13 H 0.21
14 C -0.74
15 H 0.48
16 H 0.21
17 C -0.53
18 H 0.43
19 H 0.20

# 4
This record from the OMol25 dataset describes an isolated molecule of C8H14N4S2 in a non-equilibrium geometry. The level of theory is ωB97M-V/def2-TZVPD.

- Strongest force on any atom: 2.8 eV/Å
- M: 230.36 u
- Highest occupied orbital energy: -0.3219 Ha
- SMILES: [H]/N=C(/NC)NCCSCc1nccs1
- Gap between HOMO and LUMO: 9.45 eV
- Energy above the lowest of the compared OMol25 structures with the same formula, charge and spin: 0.0 kJ/mol
- E: -1328.61346 Eh

Structure (ORCA input):
```
! wB97M-V def2-TZVPD RIJCOSX def2/J DEFGRID3
* xyz 0 1
C -1.02606 0.77515 -1.39203
N 1.24697 3.71948 1.14934
H 0.81179 4.51778 0.73624
C 1.03108 2.58467 0.48074
H -1.33206 0.89104 -0.33679
C -0.95464 -3.33145 -0.34118
N 0.44551 2.70677 -0.73891
H 0.59982 3.64747 -1.14180
H -2.18187 -1.69462 0.24676
C -1.35278 -5.49701 -0.28563
H 0.67489 3.10503 3.06881
H -1.91372 -6.40467 -0.07631
H -1.82497 1.25628 -1.96184
C 1.40834 3.78897 2.61334
S -0.95944 -1.05040 -1.79258
H 2.38998 3.49934 2.98274
C -0.01550 -5.58273 -0.63208
H 0.51994 -6.51445 -0.81346
C 0.32843 1.52655 -1.62362
C -1.17891 -1.88409 -0.15367
N -1.88402 -4.21542 -0.09319
N 1.27516 1.44216 0.98356
H 1.19088 0.85705 -1.44487
S 0.61951 -3.97436 -0.78980
H 1.17171 4.78723 2.97177
H 0.41426 1.87735 -2.66950
H 1.01230 0.61843 0.45356
H -0.51663 -1.45153 0.60040
*
```

Need the natural (NBO) charges? In units of e they are:
1 C -0.53
2 N -0.60
3 H 0.37
4 C 0.57
5 H 0.23
6 C 0.04
7 N -0.63
8 H 0.38
9 H 0.25
10 C -0.06
11 H 0.21
12 H 0.21
13 H 0.22
14 C -0.40
15 S 0.16
16 H 0.21
17 C -0.45
18 H 0.25
19 C -0.23
20 C -0.56
21 N -0.42
22 N -0.82
23 H 0.21
24 S 0.41
25 H 0.20
26 H 0.21
27 H 0.34
28 H 0.24

The highest strongest force on any atom belongs to which entry? C10H20As2ClF18N2O5S2Ti

What is the formula in the third record? C3H12O2S2

Among the records above, which one has the highest M? C10H20As2ClF18N2O5S2Ti

The highest strongest force on any atom belongs to which entry? C10H20As2ClF18N2O5S2Ti